{
  "formula": "C19H32NO6",
  "method": "ωB97M-V/def2-TZVPD",
  "homo_energy_ev": -11.58,
  "gap_ev": 8.07,
  "lumo_energy_ha": -0.129,
  "charge": 1,
  "elements": ["O", "O", "O", "O", "O", "O", "N", "C", "C", "C", "C", "C", "C", "C", "C", "C", "C", "C", "C", "C", "C", "C", "C", "C", "C", "C", "H", "H", "H", "H", "H", "H", "H", "H", "H", "H", "H", "H", "H", "H", "H", "H", "H", "H", "H", "H", "H", "H", "H", "H", "H", "H", "H", "H", "H", "H", "H", "H"],
  "positions_angstrom": [[0.468, -1.288, 1.083], [-4.285, -3.502, 0.453], [-3.359, -5.413, 1.547], [-1.335, 0.104, 0.709], [1.984, -1.823, 2.928], [2.157, 4.258, -3.435], [1.952, 1.723, -1.692], [-0.252, -3.898, 3.761], [-1.282, -4.578, 4.463], [3.303, 3.505, -3.075], [-3.254, -4.434, 0.768], [-0.404, -2.608, 2.878], [-0.852, -0.805, 1.427], [2.962, 3.320, 0.092], [-1.817, -4.197, 0.066], [2.551, 1.909, -0.289], [0.913, -1.925, 2.269], [-2.990, -1.929, 3.056], [-1.502, -1.773, 2.505], [-4.181, -1.553, 2.053], [2.948, 2.036, -2.831], [2.216, 5.622, -3.030], [1.654, 0.223, -1.788], [-0.114, 2.275, -3.116], [-4.912, -2.958, 1.651], [0.618, 2.475, -1.800], [-1.166, -5.714, 4.617], [3.824, 3.941, -2.226], [3.033, 3.390, 1.181], [3.961, 3.555, -0.279], [1.591, 5.750, -2.141], [-6.017, -2.727, 1.392], [-1.035, 2.866, -3.104], [3.414, 1.243, -0.217], [2.584, -0.322, -1.617], [4.000, 3.549, -3.920], [0.770, -4.425, 3.718], [0.460, 2.588, -3.986], [-1.749, -3.080, -0.218], [-2.182, -4.080, 4.946], [1.790, 1.558, 0.413], [0.914, -0.031, -1.028], [-3.037, -1.180, 3.938], [-0.008, 2.116, -0.976], [-1.724, -4.886, -0.848], [-4.973, -0.961, 2.634], [-3.851, -0.952, 1.141], [-0.420, 1.236, -3.262], [3.855, 1.468, -2.606], [1.799, 6.237, -3.831], [-3.198, -2.949, 3.524], [1.277, -0.007, -2.784], [2.504, 1.622, -3.739], [0.802, 3.531, -1.622], [2.264, 4.090, -0.234], [-4.955, -3.696, 2.528], [-0.946, -4.455, 0.764], [3.231, 5.960, -2.811]]
}

---

{
  "formula": "H2O3PS",
  "method": "ωB97M-V/def2-TZVPD",
  "de_lowest_kcal_mol": 41.46,
  "homo_energy_ev": [-3.10, -5.08],
  "gap_ev": [4.67, 8.91],
  "lumo_energy_ha": [0.058, 0.141],
  "charge": -1,
  "elements": ["S", "P", "O", "O", "O", "H", "H"],
  "positions_angstrom": [[0.715, 0.603, 1.199], [-1.426, -1.460, -2.106], [1.965, 0.193, 0.554], [0.556, 0.149, 2.588], [0.303, 1.985, 0.936], [-0.892, -0.232, -2.414], [-1.221, -1.237, -0.757]]
}

---

{
  "formula": "C28H23N7O3Rh",
  "method": "ωB97M-V/def2-TZVPD",
  "de_lowest_kcal_mol": 32.53,
  "homo_energy_ev": [-6.78, -6.80],
  "gap_ev": [6.27, 6.18],
  "lumo_energy_ha": [-0.019, -0.023],
  "multiplicity": 2,
  "elements": ["Rh", "O", "O", "O", "N", "N", "N", "N", "N", "N", "N", "C", "C", "C", "C", "C", "C", "C", "C", "C", "C", "C", "C", "C", "C", "C", "C", "C", "C", "C", "C", "C", "C", "C", "C", "C", "C", "C", "C", "H", "H", "H", "H", "H", "H", "H", "H", "H", "H", "H", "H", "H", "H", "H", "H", "H", "H", "H", "H", "H", "H", "H"],
  "positions_angstrom": [[-1.053, -0.162, -0.250], [0.482, 1.092, 1.169], [0.788, 0.279, -1.326], [0.034, -1.470, 1.199], [-2.813, -1.030, 0.370], [1.181, 1.522, -1.440], [-3.475, -0.699, 1.383], [-1.309, -1.635, -1.651], [1.246, 0.215, 1.786], [1.064, -1.050, 1.801], [-2.269, 1.293, 1.182], [2.458, 1.811, -1.161], [-1.897, 2.480, 1.667], [3.203, -0.112, 3.267], [3.796, 2.592, 3.019], [-3.536, 0.923, 3.161], [0.124, -1.357, -3.609], [2.935, 3.100, -1.298], [2.406, 0.714, 2.480], [-2.715, -3.550, -2.254], [1.570, -3.616, -2.926], [-2.300, 2.950, 2.903], [1.197, -1.758, -4.393], [4.600, 1.781, 3.806], [-3.213, -2.113, -0.359], [-2.351, -2.425, -1.442], [-4.390, -2.855, -0.095], [-4.705, -3.906, -0.889], [0.490, -3.218, -2.149], [2.696, 2.062, 2.353], [4.297, 0.428, 3.922], [-0.235, -2.079, -2.479], [0.329, 2.488, -1.819], [-3.133, 2.143, 3.666], [1.931, -2.886, -4.050], [2.084, 4.109, -1.708], [-3.072, 0.537, 1.913], [-3.847, -4.246, -1.977], [0.760, 3.789, -1.961], [-5.606, -4.475, -0.705], [-4.112, -5.082, -2.615], [0.047, 4.541, -2.268], [4.019, 3.649, 2.926], [2.959, -1.161, 3.355], [-0.685, 2.154, -1.979], [-1.964, 3.915, 3.259], [3.973, 3.295, -1.066], [-0.462, -0.484, -3.872], [2.441, 5.124, -1.821], [-3.463, 2.465, 4.645], [-1.246, 3.070, 1.035], [-4.188, 0.253, 3.706], [5.448, 2.199, 4.334], [4.918, -0.213, 4.535], [2.134, -4.499, -2.648], [-5.017, -2.567, 0.737], [2.776, -3.194, -4.655], [2.049, 2.678, 1.747], [-2.093, -3.817, -3.097], [0.210, -3.771, -1.260], [1.457, -1.190, -5.280], [3.046, 0.970, -0.828]]
}

---

Calculated total energy per entry: -33986.035 -26297.943 -48984.324 eV